<a>
{"formula": "C4H5NOS", "method": "ωB97M-V with the def2-TZVPD basis set", "gap_ev": [8.85, 8.85], "e_homo_ev": [-8.2, -8.2], "elements": ["H", "C", "N", "H", "S", "H", "H", "C", "H", "C", "O", "C"], "positions_angstrom": [[2.03893, -1.20044, 0.12718], [-0.81051, 0.76073, 0.87284], [-0.27697, -0.23840, -1.13392], [1.04601, -1.18612, 1.57901], [-2.19305, 1.14085, -0.08089], [-0.85663, 1.14839, 1.95893], [2.10084, 0.18962, 1.24607], [0.16387, 0.10664, 0.30216], [-1.69192, 0.39760, -2.41151], [-1.47940, 0.31840, -1.36108], [0.52234, -0.86316, -1.85884], [1.43651, -0.57411, 0.76005]], "mulliken_charge": [0.32, -0.05, 0.56, 0.27, -0.12, 0.30, 0.28, -0.05, 0.42, -0.21, -0.72, -1.02]}



<b>
{"formula": "C4H5NOS", "method": "ωB97M-V with the def2-TZVPD basis set", "smiles": "O=C(C=S)[C@@H]1CN1", "gap_ev": 7.39, "e_homo_ev": -9.5, "elements": ["H", "C", "O", "C", "N", "H", "C", "H", "H", "S", "C", "H"], "positions_angstrom": [[-2.18972, -1.26468, 1.65362], [1.12738, 0.79345, -0.69908], [0.56878, -1.60572, -0.65435], [0.28375, -0.45534, -0.32104], [-2.16481, -0.98733, -0.50878], [-0.90081, -2.31003, 0.51589], [-1.60882, -1.43763, 0.64219], [-1.43790, 0.85367, 0.54148], [-1.71531, -1.58708, -1.35336], [1.44389, 1.92900, 0.71505], [-1.16290, -0.16726, -0.03962], [1.90862, 0.80186, -1.49673]], "mulliken_charge": [0.23, -0.49, -0.57, 0.68, -0.52, 0.25, -0.37, 0.27, 0.36, -0.11, -0.07, 0.33]}



The data favor <a>; the next most stable structure lies 189.5 kJ/mol above it.



<a>
{"formula": "C4H5NOS", "method": "ωB97M-V with the def2-TZVPD basis set", "gap_ev": 7.96, "e_homo_ev": -9.9, "elements": ["H", "C", "N", "H", "H", "O", "H", "C", "C", "S", "H", "C"], "positions_angstrom": [[-1.99264, 0.70482, -1.27881], [-1.20447, 0.98918, -0.45435], [0.01694, -1.14779, -0.58403], [1.09414, 1.51052, 0.87971], [-0.63550, 1.94370, -0.69643], [-1.77894, -1.94615, -1.78482], [2.43270, -0.83332, 1.83806], [1.73490, -0.66466, 0.99951], [0.97934, 0.40952, 0.71753], [1.20095, -2.00360, 0.07304], [-1.79079, 0.97306, 0.50034], [-0.05663, 0.06471, -0.20976]], "mulliken_charge": [0.26, -0.98, -0.33, 0.27, 0.30, -0.26, 0.35, -0.35, -0.39, 0.03, 0.25, 0.85]}



<b>
{"formula": "C4H5NOS", "method": "ωB97M-V with the def2-TZVPD basis set", "smiles": "Oc1ccc(S)[nH]1", "gap_ev": 8.60, "e_homo_ev": -7.9, "elements": ["C", "H", "N", "O", "C", "C", "H", "H", "C", "S", "H", "H"], "positions_angstrom": [[-0.85237, 1.04226, -0.08957], [-1.64690, 1.79651, -0.05723], [0.09784, -0.97625, -0.10090], [-2.23891, -1.08480, -0.10018], [-1.10321, -0.31619, -0.10380], [0.55988, 1.17778, -0.09311], [-3.05319, -0.56649, -0.00854], [0.16843, -1.97362, -0.16481], [1.12171, -0.07745, -0.10121], [2.78961, -0.51069, -0.17552], [3.07845, -0.63951, 1.15256], [1.07866, 2.12846, -0.15770]], "mulliken_charge": [-0.48, 0.33, 0.02, -0.52, 0.43, -0.30, 0.34, 0.21, -0.29, -0.30, 0.12, 0.44]}



<c>
{"formula": "C4H5NOS", "method": "ωB97M-V with the def2-TZVPD basis set", "smiles": "O=C1NS[C@@H]2C[C@@H]12", "gap_ev": 9.10, "e_homo_ev": -8.8, "elements": ["C", "H", "S", "N", "C", "H", "H", "C", "C", "H", "O", "H"], "positions_angstrom": [[-0.43726, -0.10978, 0.62018], [-0.59815, -2.24842, 0.61279], [0.26240, -0.33440, -1.86133], [-0.04643, 1.26105, -1.07733], [-0.32111, 1.26016, 0.21815], [-0.18784, 2.16180, -1.79808], [-1.32041, -0.46770, -0.01536], [0.13198, -1.43818, 0.94625], [0.72060, -0.74814, -0.21815], [0.78242, -1.61163, 1.75852], [-0.56943, 2.31813, 0.79086], [1.58324, -0.04288, 0.02350]], "mulliken_charge": [-0.15, 0.19, -0.05, -0.26, 0.28, 0.30, 0.22, -0.27, -0.14, 0.28, -0.63, 0.22]}



<d>
{"formula": "C4H5NOS", "method": "ωB97M-V with the def2-TZVPD basis set", "smiles": "O=C/C=C\\C=N\\S", "gap_ev": 8.70, "e_homo_ev": -8.9, "elements": ["H", "S", "N", "C", "C", "H", "C", "H", "H", "C", "H", "O"], "positions_angstrom": [[1.37794, 1.24767, 1.28964], [3.04640, -0.53277, 0.09784], [1.43559, -0.12969, -0.29940], [-1.56140, -1.13091, -0.13114], [0.87759, 0.73031, 0.45587], [-2.27791, -1.59307, -0.85789], [-1.54412, 0.36803, -0.13995], [-2.48795, 0.82443, -0.41565], [-0.65074, 2.23350, 0.16466], [-0.51597, 1.16291, 0.16790], [3.21212, -1.35671, -0.94863], [-0.91155, -1.82371, 0.61675]], "mulliken_charge": [0.40, -0.15, -0.36, -0.01, -0.01, 0.29, -0.29, 0.33, 0.34, -0.26, 0.16, -0.43]}



The data favor <b>; the next most stable structure lies 164.6 kJ/mol above it.



<a>
{"formula": "C4H5NOS", "method": "ωB97M-V with the def2-TZVPD basis set", "smiles": "C=C(C=S)NC=O", "gap_ev": 8.08, "e_homo_ev": -9.3, "elements": ["C", "H", "C", "O", "C", "H", "H", "C", "S", "N", "H", "H"], "positions_angstrom": [[-0.43703, 0.22445, 0.08109], [1.05340, 1.74405, 0.26819], [1.71210, -0.86129, -0.17442], [2.49774, -1.79349, -0.04605], [0.00081, 1.50699, 0.08846], [0.18893, -1.59918, 0.90485], [-0.62506, 2.40113, -0.05617], [-1.84942, -0.06414, -0.12074], [-2.55004, -1.52335, -0.01477], [0.44473, -0.88333, 0.27208], [-2.44592, 0.84672, -0.42686], [2.00977, 0.00143, -0.77568]], "mulliken_charge": [0.87, 0.30, 0.01, -0.56, -0.99, 0.28, 0.25, -0.36, -0.21, -0.11, 0.22, 0.29]}



<b>
{"formula": "C4H5NOS", "method": "ωB97M-V with the def2-TZVPD basis set", "smiles": "Oc1c[nH]cc1S", "gap_ev": 8.79, "e_homo_ev": -8.0, "elements": ["O", "S", "H", "C", "N", "C", "H", "H", "H", "H", "C", "C"], "positions_angstrom": [[-1.06137, -1.17813, -1.52447], [-2.26603, 0.86912, 0.66183], [0.68651, 1.62361, 1.62483], [1.20267, -0.60748, -0.74474], [1.62081, 0.17314, 0.25487], [-0.17524, -0.51519, -0.73889], [-1.92792, -0.69963, -1.49345], [2.59578, 0.39787, 0.49006], [-2.49255, -0.03853, 1.61506], [1.85620, -1.24806, -1.32045], [-0.60045, 0.35671, 0.33209], [0.56158, 0.86657, 0.84326]], "mulliken_charge": [-0.56, -0.28, 0.38, -0.88, 0.00, 0.86, 0.31, 0.22, 0.15, 0.39, -0.06, -0.54]}



<c>
{"formula": "C4H5NOS", "method": "ωB97M-V with the def2-TZVPD basis set", "smiles": "Oc1cc[nH]c1S", "gap_ev": 8.70, "e_homo_ev": -8.0, "elements": ["H", "H", "S", "N", "C", "C", "H", "C", "H", "C", "H", "O"], "positions_angstrom": [[-0.66168, 2.14054, -0.31251], [2.73285, 0.97548, 0.05561], [-2.02654, -0.25321, -0.11547], [0.65109, -1.40637, -0.00232], [1.85460, 0.42914, -0.02043], [1.86675, -0.96026, -0.04565], [-2.39932, -0.71238, 1.18565], [-0.32387, -0.39912, 0.16541], [0.36680, -2.32982, -0.12622], [0.54181, 0.76021, 0.10514], [2.57820, -1.75340, -0.18920], [0.20180, 2.07448, 0.00295]], "mulliken_charge": [0.28, 0.45, -0.32, 0.08, -0.87, -0.25, 0.15, -0.43, 0.15, 0.89, 0.40, -0.52]}



The data favor <b>; the next most stable structure lies 51.5 kJ/mol above it.



<a>
{"formula": "C4H12NO", "method": "ωB97M-V with the def2-TZVPD basis set", "gap_ev": [10.27, 6.14], "spin_multiplicity": 2, "total_charge": 2, "e_homo_ev": [-20.0, -20.0], "elements": ["H", "H", "H", "H", "N", "H", "O", "H", "H", "H", "C", "C", "H", "C", "H", "H", "C", "H"], "positions_angstrom": [[0.92102, -0.82522, -1.63504], [1.18796, -1.52340, 1.44813], [0.36117, 0.84619, 3.04389], [0.22471, -1.70193, -0.39261], [0.23698, -0.78676, -0.86176], [0.12093, -0.95139, 3.21694], [-1.76698, -0.14578, -2.77725], [-2.52617, -0.70291, -2.91662], [0.11522, 2.02572, -0.85756], [2.22469, -0.17876, 1.55691], [1.17223, -0.42834, 1.44443], [0.07026, -0.07563, 2.53868], [-2.20223, 0.66990, -2.50413], [0.54771, 0.18468, 0.26279], [-0.97725, -0.01506, 2.22378], [-0.72002, -0.66244, -1.27296], [0.37335, 1.51181, 0.06398], [0.59111, 2.13153, 0.92936]], "mulliken_charge": [0.39, 0.36, 0.40, 0.46, -0.16, 0.35, -0.71, 0.36, 0.38, 0.39, -0.39, -1.02, 0.35, 0.39, 0.43, 0.31, -0.60, 0.29]}



<b>
{"formula": "C4H12NO", "method": "ωB97M-V with the def2-TZVPD basis set", "gap_ev": [1.07, 1.44], "spin_multiplicity": 2, "total_charge": 2, "e_homo_ev": [-16.2, -16.2], "elements": ["O", "H", "H", "H", "C", "H", "N", "H", "H", "C", "H", "H", "C", "H", "H", "H", "C", "H"], "positions_angstrom": [[-1.90518, -0.13768, -0.92958], [-2.86006, -0.56913, -2.57576], [-0.05941, 2.08602, -2.77187], [-2.51951, 1.13070, -2.30737], [-2.09893, 0.10920, -2.16800], [-0.16348, 1.69321, -0.36255], [0.65676, -0.07588, -0.32082], [2.93178, -3.85024, 14.18524], [-0.35980, -0.95138, -2.64433], [-0.70127, 0.03091, -2.93194], [1.50093, -0.65767, -0.43018], [2.99335, -3.29618, 14.67548], [0.62907, 1.15075, -0.89359], [-0.85401, 0.19697, -3.98617], [1.59373, 1.63218, -0.80193], [-0.28077, -0.48694, -0.13825], [0.27902, 1.07045, -2.54224], [1.21780, 0.92472, -3.05613]], "mulliken_charge": [-0.24, 0.40, 0.37, 0.39, -0.22, 0.38, 0.00, 0.00, 0.36, -0.49, 0.34, 0.00, -0.39, 0.37, 0.37, 0.34, -0.38, 0.39]}



The data favor <a>; the next most stable structure lies 542.5 kJ/mol above it.



<a>
{"formula": "CH2O2S2", "method": "ωB97M-V with the def2-TZVPD basis set", "smiles": "SC1(S)OO1", "gap_ev": 10.19, "e_homo_ev": -9.7, "elements": ["O", "S", "C", "S", "O", "H", "H"], "positions_angstrom": [[-1.44780, -0.41240, -0.69758], [0.93790, -1.28783, -0.13503], [-0.37507, -0.15893, -0.00843], [0.19111, 1.55409, 0.22406], [-1.51155, -0.49742, 0.70192], [1.72891, -0.72334, 0.89609], [0.47651, 1.52583, -0.98104]], "mulliken_charge": [-0.25, -0.20, 0.52, -0.15, -0.23, 0.18, 0.14]}



<b>
{"formula": "CH2O2S2", "method": "ωB97M-V with the def2-TZVPD basis set", "gap_ev": [7.65, 7.67], "e_homo_ev": [-9.6, -9.6], "elements": ["O", "H", "S", "C", "H", "S", "O"], "positions_angstrom": [[1.39938, 1.62625, -0.74560], [-0.59523, -0.93220, -1.39545], [0.59940, 2.88004, -0.49191], [-0.28827, -0.97810, -0.34432], [0.62727, -0.46399, -0.26086], [-1.12580, -1.40576, 1.02659], [-0.61675, -0.72623, 2.21157]], "mulliken_charge": [-0.31, 0.31, 0.30, -0.43, 0.26, 0.35, -0.47]}



The data favor <b>; the next most stable structure lies 57.2 kJ/mol above it.



<a>
{"formula": "C4H11N2S", "method": "ωB97M-V with the def2-TZVPD basis set", "smiles": "C[C@H](C[S-])NCN", "gap_ev": 6.11, "total_charge": -1, "e_homo_ev": -2.4, "elements": ["H", "H", "H", "S", "H", "H", "H", "H", "H", "N", "C", "H", "H", "N", "C", "C", "C", "H"], "positions_angstrom": [[0.03461, 0.87741, -1.52640], [0.12523, -2.94802, -0.35708], [1.45956, -1.83266, -1.03645], [-1.85377, -2.28356, 1.92097], [1.01415, 0.94689, 1.20225], [1.27657, 2.90796, -0.35824], [0.97273, 2.48502, -1.81782], [-1.99367, -0.35333, 0.26252], [-1.30024, 0.09493, 1.86625], [0.96484, 0.48472, 0.28529], [-1.30223, -0.75799, 1.10983], [-0.34867, -1.41489, -1.40007], [0.76766, -1.21864, 1.51447], [0.50769, 2.73047, -0.95636], [0.03455, 1.37787, -0.58992], [0.33437, -1.73706, -0.63429], [0.28041, -0.83796, 0.59840], [-0.97379, 1.47884, -0.08335]], "mulliken_charge": [0.30, 0.25, 0.30, -0.59, 0.35, 0.27, 0.32, 0.16, 0.21, -0.59, -0.75, 0.33, 0.31, -0.65, -0.34, -1.20, 0.14, 0.17]}



<b>
{"formula": "C4H11N2S", "method": "ωB97M-V with the def2-TZVPD basis set", "smiles": "CNC[C@H](N)C[S-]", "gap_ev": 6.12, "total_charge": -1, "e_homo_ev": -2.4, "elements": ["H", "S", "H", "N", "H", "N", "C", "H", "H", "H", "C", "H", "C", "C", "H", "H", "H", "H"], "positions_angstrom": [[-1.09100, 1.16924, 0.13068], [2.38185, 1.55506, -1.44921], [0.19076, -0.23095, -1.34798], [-0.76715, -1.53503, -0.04468], [1.21688, -1.30449, -0.59062], [-0.41422, 1.32508, 0.86726], [2.05067, 1.04103, 0.28765], [0.76756, -0.11355, 1.59707], [-2.79359, -1.85214, -0.12168], [2.87361, 0.37214, 0.55622], [0.36846, -0.65963, -0.40260], [-0.22322, 2.31335, 0.74347], [0.71615, 0.40299, 0.62561], [-2.05920, -1.21435, -0.62225], [-2.09873, -1.35617, -1.69012], [-2.44636, -0.19679, -0.44423], [2.22046, 1.89970, 0.95161], [-0.89295, -1.61550, 0.95381]], "mulliken_charge": [0.15, -0.67, 0.44, -0.31, 0.32, -0.62, -0.99, 0.09, 0.33, 0.28, -1.06, 0.28, 0.42, -0.81, 0.27, 0.27, 0.33, 0.26]}



The data favor <b>; the next most stable structure lies 96.4 kJ/mol above it.